This record from OMol25 describes a 12-piece molecular cluster, C34H97N5O19 overall in a non-equilibrium geometry. The level of theory is the ωB97M-V functional and the def2-TZVPD basis.

```
! RIJCOSX wB97M-V def2-TZVPD def2/J DEFGRID3
* xyz 0 1
C 0.191 -3.862 -8.077
O 0.992 -3.596 -6.958
C 0.583 -4.242 -5.748
C 1.681 -4.353 -4.791
C 2.797 -5.247 -5.285
N 1.182 -4.833 -3.523
H 0.250 -4.880 -8.403
H 0.528 -3.237 -8.909
H -0.869 -3.571 -7.813
H -0.239 -3.685 -5.197
H 0.227 -5.226 -6.013
H 2.133 -3.415 -4.661
H 2.435 -6.288 -5.241
H 3.624 -5.168 -4.540
H 3.159 -5.008 -6.278
H 1.053 -5.823 -3.530
H 1.924 -4.699 -2.819
C -1.469 -0.150 6.586
O -0.797 0.530 5.579
C 0.474 -0.060 5.227
C 1.330 0.896 4.521
C 1.577 2.107 5.388
N 0.741 1.330 3.226
H -2.465 0.287 6.838
H -0.954 -0.197 7.525
H -1.714 -1.182 6.352
H 0.986 -0.378 6.131
H 0.290 -0.921 4.583
H 2.336 0.386 4.235
H 1.761 1.781 6.444
H 0.640 2.681 5.446
H 2.377 2.718 4.976
H -0.227 1.613 3.366
H 0.667 0.594 2.463
C 3.700 7.902 4.461
O 2.889 8.742 3.570
C 3.243 8.677 2.205
C 2.782 7.262 1.509
C 1.919 7.489 0.275
N 2.069 6.356 2.455
H 3.166 7.938 5.431
H 4.672 8.452 4.606
H 3.862 6.917 4.140
H 2.628 9.434 1.710
H 4.358 8.875 2.048
H 3.687 6.762 1.284
H 2.444 7.901 -0.540
H 0.985 7.951 0.624
H 1.659 6.477 -0.042
H 1.621 6.920 3.175
H 1.308 5.948 1.996
C 1.821 -4.461 2.309
O 1.340 -5.307 1.241
C 0.507 -4.666 0.340
C -0.738 -4.034 0.935
C -1.840 -5.062 1.268
N -1.292 -3.070 -0.023
H 2.638 -4.928 2.804
H 1.039 -4.331 2.979
H 2.125 -3.512 1.922
H 1.030 -3.860 -0.170
H 0.296 -5.507 -0.459
H -0.481 -3.527 1.876
H -2.363 -5.496 0.410
H -2.583 -4.503 1.865
H -1.405 -5.832 1.969
H -1.556 -3.505 -0.879
H -2.186 -2.774 0.375
C -2.527 -0.038 -4.419
O -3.726 -0.710 -4.331
C -4.430 -0.427 -3.058
C -3.832 -1.215 -1.841
C -4.006 -2.658 -2.126
N -4.414 -0.749 -0.564
H -1.903 -0.456 -3.617
H -2.606 1.026 -4.456
H -2.021 -0.468 -5.257
H -4.281 0.660 -2.869
H -5.474 -0.787 -3.235
H -2.815 -0.915 -1.835
H -4.991 -2.834 -2.485
H -3.926 -3.284 -1.307
H -3.393 -3.150 -2.829
H -5.373 -0.907 -0.483
H -4.263 0.255 -0.321
O -2.468 3.262 -2.473
C -1.284 4.022 -2.566
C -1.568 5.488 -2.712
O -2.501 5.884 -1.688
H -2.534 2.867 -1.612
H -0.821 3.855 -1.598
H -0.703 3.734 -3.536
H -2.094 5.690 -3.717
H -0.684 6.113 -2.606
H -3.136 5.227 -1.522
O -1.284 -4.920 -2.277
C -1.696 -6.160 -2.855
C -1.046 -7.458 -2.414
O 0.150 -7.635 -3.062
H -0.480 -4.619 -2.745
H -2.790 -6.232 -2.668
H -1.657 -6.113 -3.984
H -1.727 -8.328 -2.604
H -0.813 -7.506 -1.303
H 0.485 -8.530 -2.877
O 0.631 2.352 -0.290
C 0.780 1.264 -1.192
C -0.097 0.107 -1.024
O 0.071 -0.592 0.187
H 1.366 2.411 0.371
H 0.639 1.634 -2.216
H 1.822 0.926 -1.283
H 0.217 -0.619 -1.748
H -1.110 0.522 -1.120
H -0.417 -1.432 0.088
O -3.165 -1.428 2.171
C -2.516 -0.310 2.709
C -3.468 0.311 3.797
O -2.974 1.532 4.372
H -3.561 -1.241 1.234
H -1.578 -0.673 3.145
H -2.226 0.395 1.948
H -3.662 -0.389 4.554
H -4.466 0.553 3.349
H -2.164 1.277 4.844
O 4.161 4.121 3.353
C 4.692 3.481 2.245
C 3.893 2.306 1.739
O 2.549 2.743 1.506
H 3.498 4.730 3.059
H 4.749 4.229 1.428
H 5.741 3.105 2.580
H 3.928 1.491 2.422
H 4.235 1.962 0.758
H 1.971 2.663 2.297
O 3.589 -3.728 -2.494
C 3.094 -2.488 -1.840
C 3.608 -2.368 -0.420
O 3.387 -1.114 0.171
H 4.420 -3.857 -2.088
H 3.519 -1.683 -2.411
H 1.996 -2.544 -1.917
H 4.671 -2.545 -0.421
H 3.162 -3.150 0.140
H 2.432 -0.887 0.073
O -1.707 3.464 2.694
C -2.368 4.130 1.645
C -3.130 3.186 0.740
O -2.287 2.279 0.034
H -2.341 2.845 3.098
H -3.081 4.911 1.980
H -1.538 4.689 1.141
H -3.648 3.825 0.036
H -3.841 2.631 1.397
H -1.393 2.460 0.239
*
```

Results
HOMO level = -0.3356 hartree
Lowest unoccupied orbital energy = 0.50 eV
E_tot = -83177.3611 eV
Frontier orbital gap = 9.629 eV
Energy above the lowest of the compared OMol25 structures with the same formula, charge and spin = 1.622 eV
SMILES = COC[C@H](C)N.COC[C@H](C)N.COC[C@H](C)N.COC[C@H](C)N.COC[C@H](C)N.OCCO.OCCO.OCCO.OCCO.OCCO.OCCO.OCCO